{
  "formula": "C5H9NO2",
  "method": "ωB97M-V/def2-TZVPD",
  "orbital_gap_ha": [0.2686, 0.3128],
  "multiplicity": 1,
  "lumo_energy_ev": [-0.8, 0.8],
  "total_charge": 0,
  "e_above_lowest_ev": 7.291,
  "species": ["O", "O", "N", "C", "C", "C", "C", "C", "H", "H", "H", "H", "H", "H", "H", "H", "H"],
  "coordinates": [[-0.202, 1.153, -1.736], [-0.472, -1.219, 2.477], [-0.603, -1.645, 1.401], [0.063, 1.362, 0.988], [1.679, -0.259, -0.162], [0.276, 0.259, 0.004], [-1.844, -1.043, -0.948], [-0.794, -0.469, -0.441], [2.062, -0.619, 0.799], [0.299, 0.682, -2.419], [0.810, 2.142, 0.836], [-2.273, -0.707, -1.883], [2.326, 0.554, -0.496], [1.730, -1.073, -0.885], [0.178, 0.967, 2.007], [-2.307, -1.881, -0.431], [-0.930, 1.796, 0.888]],
  "nbo_charge": [-0.76, -0.25, 0.13, -0.65, -0.65, 0.14, -0.45, 0.19, 0.23, 0.44, 0.23, 0.24, 0.23, 0.23, 0.23, 0.23, 0.24]
}

{
  "formula": "C33H40IrN5O2PS",
  "method": "ωB97M-V/def2-TZVPD",
  "orbital_gap_ha": [0.2229, 0.1921],
  "multiplicity": 2,
  "lumo_energy_ev": [-12.5, -13.3],
  "s2": 0.77,
  "total_charge": 4,
  "e_above_lowest_ev": 0.000,
  "species": ["Ir", "S", "P", "O", "O", "N", "N", "N", "N", "N", "C", "C", "C", "C", "C", "C", "C", "C", "C", "C", "C", "C", "C", "C", "C", "C", "C", "C", "C", "C", "C", "C", "C", "C", "C", "C", "C", "C", "C", "C", "C", "C", "C", "H", "H", "H", "H", "H", "H", "H", "H", "H", "H", "H", "H", "H", "H", "H", "H", "H", "H", "H", "H", "H", "H", "H", "H", "H", "H", "H", "H", "H", "H", "H", "H", "H", "H", "H", "H", "H", "H", "H", "H"],
  "coordinates": [[0.728, 0.388, -0.146], [0.140, -3.110, 0.735], [0.153, 2.572, -0.322], [2.485, 0.900, 3.526], [3.106, -0.056, -3.397], [0.126, -5.676, -0.155], [0.914, 0.475, 1.977], [2.685, 0.542, 0.050], [1.290, 0.051, -2.100], [-1.625, -5.171, 1.042], [5.377, 0.845, 0.262], [0.199, 0.269, 3.307], [-0.483, -2.193, -2.847], [-1.727, -6.462, 0.703], [1.249, 0.799, 4.309], [-1.160, 0.899, 3.525], [-2.156, 0.880, 2.558], [-3.414, 1.405, 2.816], [4.572, 0.967, 1.398], [0.725, -0.065, -3.478], [-1.498, -3.113, -3.067], [4.813, 0.540, -0.978], [-2.592, -4.435, 1.870], [0.952, 3.679, -1.535], [-0.463, -4.631, 0.522], [-1.726, 0.689, -0.961], [-1.588, 2.198, -0.696], [0.227, 3.445, 1.263], [2.152, 0.750, 2.291], [-1.469, 1.410, 4.786], [-3.701, 1.947, 4.061], [3.209, 0.798, 1.249], [2.157, 3.236, -2.361], [-1.283, -0.881, -4.701], [1.985, -0.425, -4.292], [-2.729, 1.931, 5.050], [2.585, 0.107, -2.229], [-0.383, -1.067, -3.656], [-0.564, 4.763, 1.220], [3.441, 0.395, -1.046], [-2.285, -1.813, -4.928], [-0.605, -6.791, -0.060], [-2.400, -2.926, -4.106], [2.102, 0.128, -5.218], [-2.154, 2.492, 0.190], [-2.050, -3.892, 2.638], [0.145, 4.022, -2.189], [-3.184, -3.649, -4.286], [0.367, 0.936, -3.741], [-1.210, -0.009, -5.343], [-1.636, 4.585, 1.140], [1.282, 3.627, 1.495], [-4.681, 2.355, 4.268], [2.504, 4.091, -2.940], [-0.392, 5.297, 2.153], [1.040, 1.796, 4.687], [1.911, 2.450, -3.073], [-1.584, -3.990, -2.436], [-3.153, -3.749, 1.239], [-2.726, 0.327, -0.719], [-0.183, 2.786, 2.029], [-0.258, 5.425, 0.411], [0.239, -2.355, -2.053], [2.077, -1.495, -4.466], [-1.968, 2.781, -1.535], [-2.552, -7.088, 1.007], [-2.948, 2.325, 6.033], [5.420, 0.415, -1.866], [-3.262, -5.157, 2.326], [-0.744, 1.400, 5.590], [-2.979, -1.668, -5.745], [-1.968, 0.404, 1.612], [1.464, 0.117, 5.126], [1.028, -5.601, -0.609], [1.238, 4.536, -0.920], [-1.496, 0.396, -1.982], [2.990, 2.922, -1.731], [4.993, 1.176, 2.373], [-1.146, -0.008, -0.254], [6.448, 0.975, 0.348], [-0.323, -7.735, -0.502], [-4.184, 1.377, 2.054], [0.111, -0.814, 3.430]],
  "lowdin_charge": [1.12, 0.79, 0.94, 0.11, 0.11, 0.12, 0.01, -0.02, -0.01, -0.08, 0.07, -0.18, -0.07, 0.07, -0.01, -0.21, -0.07, -0.06, 0.10, -0.22, -0.07, 0.09, 0.03, -0.30, -0.75, -0.14, -0.29, -0.35, -0.33, -0.02, -0.03, -0.12, -0.09, -0.01, 0.04, -0.02, -0.33, -0.24, -0.08, -0.14, -0.02, 0.07, -0.04, 0.16, 0.08, 0.09, 0.11, 0.12, 0.15, 0.13, 0.09, 0.10, 0.13, 0.11, 0.10, 0.14, 0.06, 0.10, 0.11, 0.12, 0.06, 0.08, 0.06, 0.16, 0.12, 0.17, 0.13, 0.16, 0.12, 0.12, 0.13, 0.07, 0.16, 0.19, 0.09, 0.06, 0.08, 0.16, 0.01, 0.15, 0.17, 0.12, 0.15]
}

{
  "formula": "C17H21N3OS",
  "method": "ωB97M-V/def2-TZVPD",
  "orbital_gap_ha": 0.3058,
  "smiles": "CCN(c1nc(C)cc(C)n1)c1ccc(C(C)=O)cc1SC",
  "multiplicity": 1,
  "lumo_energy_ev": 0.1,
  "total_charge": 0,
  "e_above_lowest_ev": 1.100,
  "species": ["S", "O", "N", "N", "N", "C", "C", "C", "C", "C", "C", "C", "C", "C", "C", "C", "C", "C", "C", "C", "C", "C", "H", "H", "H", "H", "H", "H", "H", "H", "H", "H", "H", "H", "H", "H", "H", "H", "H", "H", "H", "H", "H"],
  "coordinates": [[-0.591, -0.846, -2.842], [5.012, -2.830, -0.668], [-2.007, 0.612, 1.849], [-0.136, 1.648, 0.931], [-0.820, -0.490, 0.224], [-0.333, 2.716, 1.649], [4.148, -2.571, -1.508], [1.478, -0.970, 0.590], [-0.997, 0.626, 1.019], [0.445, -0.830, -0.322], [1.876, -1.665, -2.088], [4.351, -3.063, -2.931], [-0.569, 0.996, -2.699], [-3.194, -1.204, -0.324], [2.916, -1.904, -1.130], [-1.856, -1.560, 0.323], [-2.232, 1.680, 2.582], [-3.538, 1.735, 3.327], [-1.391, 2.756, 2.503], [2.702, -1.540, 0.210], [0.648, -1.138, -1.642], [0.598, 3.866, 1.531], [-1.536, 1.381, -3.041], [-4.393, 1.681, 2.639], [-3.680, 0.906, 4.039], [-3.646, 2.657, 3.911], [5.345, -3.562, -3.041], [4.329, -2.208, -3.642], [3.500, -1.614, 0.982], [-0.449, 1.287, -1.657], [3.589, -3.746, -3.248], [1.352, -0.650, 1.611], [-2.007, -1.886, 1.357], [0.240, 1.376, -3.329], [-3.610, -0.267, 0.089], [0.063, 4.707, 1.167], [-1.539, 3.624, 3.161], [-1.530, -2.479, -0.204], [1.418, 3.677, 0.813], [1.047, 4.130, 2.522], [-3.083, -1.066, -1.439], [1.996, -1.950, -3.134], [-3.915, -2.023, -0.140]],
  "nbo_charge": [0.22, -0.54, -0.53, -0.52, -0.47, 0.28, 0.56, -0.23, 0.59, 0.27, -0.16, -0.71, -0.72, -0.62, -0.18, -0.21, 0.28, -0.64, -0.35, -0.13, -0.24, -0.65, 0.22, 0.23, 0.23, 0.21, 0.24, 0.23, 0.24, 0.24, 0.23, 0.22, 0.21, 0.22, 0.22, 0.23, 0.21, 0.21, 0.24, 0.23, 0.22, 0.23, 0.21]
}

{
  "formula": "C47H60BrCsN5O10PS2Si",
  "method": "ωB97M-V/def2-TZVPD",
  "orbital_gap_ha": 0.1090,
  "multiplicity": 1,
  "lumo_energy_ev": 1.8,
  "total_charge": -2,
  "e_above_lowest_ev": 3.013,
  "species": ["Cs", "Br", "S", "S", "P", "Si", "O", "O", "O", "O", "O", "O", "O", "O", "O", "O", "N", "N", "N", "N", "N", "C", "C", "C", "C", "C", "C", "C", "C", "C", "C", "C", "C", "C", "C", "C", "C", "C", "C", "C", "C", "C", "C", "C", "C", "C", "C", "C", "C", "C", "C", "C", "C", "C", "C", "C", "C", "C", "C", "C", "C", "C", "C", "C", "C", "C", "C", "C", "H", "H", "H", "H", "H", "H", "H", "H", "H", "H", "H", "H", "H", "H", "H", "H", "H", "H", "H", "H", "H", "H", "H", "H", "H", "H", "H", "H", "H", "H", "H", "H", "H", "H", "H", "H", "H", "H", "H", "H", "H", "H", "H", "H", "H", "H", "H", "H", "H", "H", "H", "H", "H", "H", "H", "H", "H", "H", "H", "H"],
  "coordinates": [[-1.470, -0.451, 0.349], [0.009, -1.437, -2.473], [-2.337, 2.457, -2.525], [-0.989, 4.768, -1.494], [0.996, 1.113, 2.883], [0.629, -2.144, -4.552], [-5.015, -3.103, 7.871], [-3.224, 0.292, 1.946], [4.818, 2.812, 1.419], [-0.984, -3.121, 0.566], [-2.270, -1.632, 2.473], [-6.642, 2.090, 5.009], [-7.208, 0.968, 6.771], [-3.571, -0.451, -1.569], [-0.683, 2.822, 1.356], [-3.293, -3.746, 6.714], [-2.801, 7.491, -3.489], [3.031, 1.559, 0.881], [-4.239, -2.978, 6.918], [-5.076, 4.003, -4.502], [-6.523, 1.124, 5.758], [-3.676, -1.821, 4.847], [-0.384, -4.220, -6.311], [2.550, -2.502, -4.329], [2.628, 1.107, 3.787], [1.131, 1.955, -1.331], [0.298, -3.208, 4.362], [3.414, 2.186, -0.366], [-0.462, -3.735, -4.862], [3.809, 1.531, 3.178], [-4.436, -1.901, 6.021], [0.150, 2.186, 4.101], [4.586, 3.115, 0.052], [-1.219, -0.569, -6.090], [-4.164, 4.430, -3.937], [-5.551, 0.137, 5.442], [-0.297, -2.182, 5.074], [-0.145, -0.869, 4.661], [3.871, 0.752, 5.832], [-3.860, -0.754, 3.983], [-1.935, -3.473, -4.525], [-4.782, 0.240, 4.276], [5.005, 1.570, 3.895], [-1.866, 2.929, 5.189], [-2.923, 6.350, -3.345], [3.823, 1.951, 1.785], [2.256, 2.934, -1.037], [-2.232, 4.162, -2.487], [3.349, -1.195, -4.316], [-0.003, -4.870, -3.943], [0.278, -0.671, -5.780], [2.850, -3.185, -2.990], [-1.224, 2.083, 4.302], [1.045, -2.921, 3.232], [-3.058, -0.687, 2.694], [5.038, 1.182, 5.218], [3.101, -3.388, -5.449], [-5.388, -0.933, 6.311], [0.199, 4.060, 5.618], [2.687, 0.722, 5.123], [1.024, -0.871, -7.104], [0.670, 0.678, -5.164], [0.595, -0.570, 3.524], [2.725, 3.585, -2.335], [0.843, 3.216, 4.732], [1.182, -1.613, 2.812], [-1.153, 3.899, 5.874], [-3.085, 4.970, -3.238], [2.960, -0.521, -3.558], [5.965, 1.223, 5.774], [4.304, 4.169, -0.023], [0.752, 4.859, 6.098], [0.397, 1.481, -5.848], [3.331, -0.693, -5.280], [-0.022, -4.546, -2.906], [-2.494, -4.405, -4.615], [-2.051, -3.111, -3.507], [-2.393, -2.757, -5.199], [-0.621, -0.077, 5.222], [3.921, -3.378, -2.918], [1.483, 1.174, -2.000], [-1.646, 4.535, 6.595], [-1.585, -1.439, -6.629], [-5.994, -1.002, 7.202], [-0.882, -2.414, 5.953], [5.506, 2.940, -0.512], [1.733, 0.763, -4.967], [-0.979, -5.126, -6.422], [2.936, -2.951, -6.430], [-2.932, 2.840, 5.333], [0.784, -0.056, -7.786], [1.734, -1.377, 1.910], [-3.898, -0.125, -0.725], [0.307, 2.475, -1.809], [-1.402, 0.304, -6.714], [-4.903, 1.068, 3.596], [-0.596, 3.308, 0.521], [-3.419, 0.354, -2.083], [0.996, -5.217, -4.194], [3.530, 4.300, -2.178], [1.889, 4.110, -2.787], [-2.957, -2.587, 4.607], [3.753, 1.388, -1.043], [0.637, -4.450, -6.605], [0.131, 0.850, -4.237], [-0.257, -3.330, 1.160], [3.076, 2.824, -3.030], [0.741, -1.806, -7.582], [-0.679, -5.719, -4.039], [-1.624, 2.635, 1.441], [2.102, -0.877, -6.963], [1.512, -3.724, 2.672], [5.902, 1.902, 3.394], [-1.789, 1.341, 3.758], [2.333, -4.131, -2.878], [-1.612, -2.683, 1.171], [1.896, 3.365, 4.527], [-1.793, -0.441, -5.176], [-0.777, -3.479, -7.003], [0.784, 1.500, -0.409], [0.151, -4.233, 4.667], [1.891, 3.705, -0.351], [1.781, 0.407, 5.619], [2.641, -4.372, -5.434], [4.174, -3.518, -5.313], [2.571, -2.545, -2.159], [3.887, 0.444, 6.868], [4.392, -1.402, -4.076]],
  "lowdin_charge": [1.40, 0.52, 0.47, 0.47, 1.16, 0.54, 0.06, -0.26, -0.01, -0.24, -0.24, 0.09, 0.06, -0.24, -0.16, 0.07, 0.09, 0.15, -0.34, 0.09, -0.34, 0.09, -0.10, -0.62, -0.28, -0.13, -0.08, -0.28, -0.63, -0.14, -0.13, -0.36, -0.10, -0.09, -0.33, -0.13, -0.09, -0.10, -0.08, -0.08, -0.11, 0.10, -0.02, -0.07, -0.32, -0.34, -0.39, -1.25, -0.10, -0.11, -0.62, -0.13, -0.11, -0.10, -0.72, -0.09, -0.10, 0.10, -0.09, -0.08, -0.09, -0.10, -0.38, -0.06, -0.08, -0.12, -0.10, -0.45, 0.07, 0.10, 0.12, 0.10, 0.09, 0.06, 0.07, 0.08, 0.05, 0.06, 0.10, 0.08, 0.04, 0.09, 0.06, 0.13, 0.10, 0.12, 0.06, 0.08, 0.07, 0.10, 0.08, 0.11, -0.02, -0.02, 0.09, 0.14, -0.05, -0.08, 0.06, 0.06, 0.07, 0.12, 0.15, 0.06, 0.04, 0.00, 0.07, 0.06, 0.08, 0.03, 0.05, 0.11, 0.11, 0.09, 0.06, -0.07, 0.11, 0.09, 0.06, 0.02, 0.10, 0.14, 0.10, 0.06, 0.08, 0.04, 0.10, 0.08]
}